No. 1
C44H37N3P2Ru as an isolated structure. Source: the OMol25 dataset; level of theory: ωB97M-V/def2-TZVPD.

Results
Orbital gap (spin up / spin down) = 0.22908 / 0.18768 Eh
M = 770.82 g mol⁻¹
⟨S²⟩ = 6.047

Geometry as ORCA input:
```
! RIJCOSX wB97M-V def2-TZVPD def2/J DEFGRID3
* xyz 4 5
Ru -0.45688 1.25656 -0.36365
C -2.48543 2.67187 -3.87421
C -1.60390 2.04696 -2.99129
N -1.90453 1.82194 -1.72014
C -3.12193 2.17790 -1.25602
C -4.10653 2.75067 -2.09986
C -3.74085 3.03305 -3.42840
C -5.40007 3.01098 -1.56305
C -5.69142 2.74490 -0.25956
C -4.69302 2.26103 0.63332
C -4.92405 2.05705 2.00664
C -3.89519 1.60139 2.79994
C -2.63828 1.38436 2.22615
N -2.38657 1.57845 0.94024
C -3.39332 1.99053 0.13542
H -2.17847 2.86033 -4.89147
H -0.62655 1.71492 -3.33973
H -4.43730 3.53178 -4.08617
H -6.14966 3.41653 -2.22596
H -6.68985 2.90634 0.12195
H -5.89832 2.26751 2.42681
H -4.03880 1.41449 3.85405
H -1.81528 1.03992 2.84137
C 0.34711 -1.84844 0.59225
N 1.75448 -1.86735 0.81096
C 2.50589 -0.65223 0.62974
P 1.61939 0.99249 0.72621
C 3.07706 2.09536 0.76738
C 3.75713 2.21830 1.98820
C 4.88619 3.01406 2.05999
C 5.31015 3.71628 0.93982
C 4.64604 3.58187 -0.27340
C 3.50785 2.79093 -0.35947
C 0.90587 1.35616 2.35250
C 0.94146 0.60169 3.52295
C 0.51503 1.18911 4.70571
C 0.05178 2.50155 4.71063
C -0.04247 3.23556 3.53123
C 0.36623 2.65809 2.34751
C 2.42324 -3.03854 1.07884
C 3.74763 -3.25232 0.62360
C 4.39097 -4.43777 0.89115
C 3.76792 -5.43167 1.65465
C 2.46950 -5.22339 2.12996
C 1.80101 -4.05850 1.84094
P -0.17570 -0.96468 -1.02481
C 0.90150 -1.56234 -2.33810
C 1.37817 -0.65853 -3.29148
C 2.02230 -1.13360 -4.41997
C 2.20570 -2.50146 -4.58411
C 1.78702 -3.39499 -3.60430
C 1.12229 -2.93540 -2.48289
C -1.81782 -1.66921 -1.32351
C -2.78241 -1.51724 -0.31786
C -4.03332 -2.07858 -0.48114
C -4.32467 -2.79477 -1.63918
C -3.37421 -2.92880 -2.64272
C -2.12797 -2.34167 -2.50771
H -0.18460 -1.27784 1.37790
H -0.03858 -2.87133 0.56333
H 2.94775 -0.62308 -0.38589
H 3.34045 -0.60936 1.34475
H 3.41226 1.69854 2.87225
H 5.42107 3.09737 2.99612
H 6.15878 4.38113 1.01579
H 5.01078 4.09622 -1.14997
H 2.97022 2.70390 -1.29553
H 1.33620 -0.40502 3.52253
H 0.55799 0.63114 5.63029
H -0.24053 2.96424 5.64076
H -0.40612 4.25075 3.55300
H 0.35260 3.23326 1.41151
H 4.22740 -2.51910 -0.00710
H 5.37727 -4.61875 0.48429
H 4.28841 -6.35333 1.86982
H 2.00766 -5.96871 2.76125
H 0.82963 -3.88271 2.27587
H 1.22998 0.40659 -3.13414
H 2.37553 -0.45161 -5.17923
H 2.66621 -2.87859 -5.48460
H 1.96414 -4.45273 -3.72383
H 0.75399 -3.62982 -1.74105
H -2.52587 -0.98028 0.59213
H -4.78519 -1.97174 0.28556
H -5.29898 -3.24310 -1.76285
H -3.60490 -3.49604 -3.53309
H -1.39771 -2.42943 -3.29980
*
```


No. 2
C44H38BeN3OPSSeTe as an isolated structure. Source: the OMol25 dataset; level of theory: ωB97M-V/def2-TZVPD.

Results
Orbital gap = 0.21584 Eh
ΔE to the lowest compared entry with this formula, charge and spin = 0.00 kJ/mol
M = 903.42 g mol⁻¹

Geometry as ORCA input:
```
! RIJCOSX wB97M-V def2-TZVPD def2/J DEFGRID3
* xyz 0 1
Be 0.39774 0.25465 0.65780
C 3.10538 -0.82626 3.39978
C 2.48860 0.55590 3.57268
C 1.12236 0.49836 4.24856
C 2.47620 1.37276 2.27415
C 3.85482 1.95233 1.99156
O 4.01952 1.81563 0.56551
C 3.02717 1.03482 0.11437
N 2.14368 0.67987 0.97822
C 3.17907 0.70342 -1.33222
C 4.47700 0.86375 -1.83547
C 4.79293 0.53417 -3.13801
C 3.81423 0.00993 -3.96584
C 2.52618 -0.14609 -3.48417
C 2.16795 0.22295 -2.18484
P 0.40320 0.07204 -1.66706
C -0.51073 1.36150 -2.60741
C -0.18798 1.71204 -3.91869
C -1.00041 2.57475 -4.63947
C -2.15940 3.08618 -4.06648
C -2.49641 2.73455 -2.76887
C -1.67615 1.87929 -2.04128
C -0.11407 -1.43082 -2.59674
C 0.66841 -2.58793 -2.57861
C 0.22991 -3.75366 -3.18740
C -0.99745 -3.77788 -3.83714
C -1.77225 -2.62925 -3.88282
C -1.33920 -1.46562 -3.26109
H 3.26029 -1.29300 4.37436
H 4.07569 -0.78599 2.89167
H 2.45109 -1.47101 2.81742
H 3.14205 1.13501 4.23592
H 0.40700 -0.03914 3.63194
H 0.72264 1.50024 4.42784
H 1.19534 -0.02064 5.20930
H 1.74563 2.17712 2.38319
H 4.64701 1.38770 2.47926
H 3.93903 3.00148 2.25330
H 5.24899 1.23853 -1.18222
H 5.80512 0.67109 -3.49936
H 4.05010 -0.28358 -4.98267
H 1.77651 -0.59365 -4.12317
H 0.70621 1.32772 -4.38999
H -0.73184 2.83630 -5.65679
H -2.79801 3.75311 -4.63629
H -3.40133 3.11998 -2.31352
H -1.95741 1.60004 -1.03624
H 1.63479 -2.58200 -2.09814
H 0.84753 -4.64358 -3.14399
H -1.34743 -4.68957 -4.30784
H -2.72746 -2.63372 -4.39484
H -1.96599 -0.58411 -3.29646
Se -1.31749 -1.93600 2.13033
N 0.10962 -1.32472 1.21881
C 0.87881 -2.45693 0.94581
C 2.10800 -2.46972 0.28180
C 2.77667 -3.67075 0.09416
C 2.23963 -4.86841 0.56920
C 1.04010 -4.87388 1.26220
C 0.36175 -3.66989 1.48041
N -0.76122 -3.55941 2.27114
H 2.54441 -1.54820 -0.07622
H 3.72682 -3.67353 -0.43181
H 2.77787 -5.79700 0.41747
H 0.62265 -5.78822 1.66772
C -3.06398 3.31026 4.00248
C -2.93199 1.92704 3.74335
C -2.06471 1.49098 2.78487
C -1.26688 2.37643 2.00866
C -0.34579 1.89240 1.01220
C 0.28541 2.89610 0.28874
C 0.10367 4.28151 0.49650
C -0.73096 4.71451 1.48238
C -1.44060 3.77066 2.25881
C -2.33655 4.20413 3.27405
H -3.75011 3.65408 4.76744
H -3.52732 1.21287 4.30404
H -1.98934 0.43968 2.58796
H 0.97873 2.63565 -0.50427
H 0.63830 4.99141 -0.12472
H -0.87570 5.77399 1.67273
H -2.43861 5.27000 3.45316
Te -2.98603 -1.55998 -0.07354
C -5.00918 -1.89207 0.33727
C -5.69792 -3.07125 0.26935
C -7.09089 -2.91727 0.53635
C -7.43267 -1.62398 0.80159
S -6.06766 -0.59464 0.72883
H -5.21990 -4.01821 0.04325
H -7.80236 -3.73555 0.52907
H -8.41046 -1.22179 1.03675
*
```


No. 3
C44H38ClGeN5O4S8Zr as an isolated structure. Source: the OMol25 dataset; level of theory: ωB97M-V/def2-TZVPD.

Results
Orbital gap = 0.23062 Eh
ΔE to the lowest compared entry with this formula, charge and spin = 0.00 kJ/mol
M = 1156.64 g mol⁻¹

Geometry as ORCA input:
```
! RIJCOSX wB97M-V def2-TZVPD def2/J DEFGRID3
* xyz 0 1
Zr 13.88586 13.37602 13.14490
S 21.28991 13.58542 14.23621
C 19.68438 13.43162 13.90245
S 18.90501 13.57636 12.34190
C 17.25325 13.55127 12.85647
C 17.06785 13.23589 14.15254
S 15.59225 13.14447 15.04267
S 18.56590 12.95361 15.09524
S 15.93148 14.08040 11.83638
O 9.21191 9.83814 14.98755
C 9.83938 9.30694 16.04666
O 9.33924 8.36108 16.61482
C 11.06239 10.08217 16.52156
C 11.82696 9.64004 17.54874
Cl 11.49872 8.34790 18.59911
N 12.94065 10.38929 17.68273
N 12.99735 11.32421 16.71282
C 11.86910 11.15928 16.01160
C 11.59536 11.97567 14.81858
O 10.57605 11.79541 14.14956
O 12.38888 12.89289 14.42582
C 13.97522 10.21195 18.67275
C 15.29674 10.03386 18.22653
C 16.25727 9.73815 19.17721
C 15.98327 9.62545 20.51561
C 14.65043 9.88978 20.94582
C 13.63930 10.11409 19.99562
H 9.61055 10.68495 14.64851
H 15.55431 10.16471 17.16482
H 17.27674 9.54438 18.80810
H 16.70865 9.35314 21.24202
H 14.43851 9.85182 22.03246
H 12.61189 10.24251 20.34759
C 11.48146 18.00997 17.85536
C 10.80733 16.68329 18.17050
S 11.46369 15.17388 17.40319
C 10.69897 15.28537 15.80160
C 11.51170 16.10667 14.80260
S 13.26404 15.67509 14.46493
C 14.18740 16.29009 15.93070
C 14.02016 17.73267 16.37572
S 13.25229 18.00358 18.00944
H 11.10115 18.72989 18.62826
H 11.23257 18.35023 16.83819
H 9.74873 16.67304 17.88324
H 10.83894 16.53474 19.26345
H 9.70155 15.74861 15.91991
H 10.56991 14.31590 15.37192
H 11.54197 17.14040 15.14567
H 11.00994 16.11446 13.83812
H 15.19305 16.13218 15.59042
H 13.97917 15.61128 16.75678
H 13.62342 18.34304 15.58917
H 14.96575 18.20713 16.62585
N 14.78408 6.10846 10.93698
C 14.84048 7.12092 11.48937
C 14.65148 8.47405 11.94059
C 15.72882 9.35741 12.01699
C 15.47986 10.62146 12.49063
N 14.23931 10.98226 12.93627
C 13.29335 10.06358 12.98652
C 13.42689 8.84403 12.43589
H 16.67767 9.08096 11.61855
H 16.28430 11.30910 12.38785
H 12.32478 10.43160 13.32476
H 12.63656 8.15843 12.36605
N 12.39423 12.62111 11.61832
C 12.48480 11.67578 10.55460
C 13.62740 11.62633 9.76630
C 13.68677 10.66276 8.75890
C 12.68291 9.71395 8.61938
C 11.49380 9.86622 9.32640
C 11.40852 10.82071 10.32251
H 14.48703 12.27977 9.93393
H 14.57700 10.63906 8.15362
H 12.77720 8.88427 7.90315
H 10.63090 9.25416 9.09401
H 10.55212 10.95536 10.96146
Ge 12.38418 14.57136 11.22270
C 10.56388 15.35522 11.55311
C 9.64658 14.73758 12.38052
C 8.57464 15.44387 12.86974
C 8.34015 16.74111 12.43649
C 9.22918 17.34467 11.58186
C 10.35472 16.70182 11.16428
C 12.69146 14.49396 9.30895
C 13.97405 14.71598 8.79358
C 14.23819 14.50236 7.42610
C 13.13783 14.28517 6.58085
C 11.85545 14.18651 7.08691
C 11.65289 14.20166 8.45973
H 11.51506 12.41423 12.12356
H 9.80770 13.70594 12.73298
H 7.93611 14.95945 13.60442
H 7.44535 17.23963 12.72692
H 9.02859 18.31316 11.13494
H 11.02644 17.08671 10.45001
H 14.72609 14.92142 9.54560
H 15.25310 14.46572 7.13659
H 13.29148 14.18204 5.50262
H 11.01558 14.11709 6.41615
H 10.71442 14.08588 8.92763
*
```


No. 4
A 8-piece molecular cluster, C44H39Br2N7O14 overall. Source: the OMol25 dataset; level of theory: ωB97M-V/def2-TZVPD.

Results
Orbital gap = 0.31556 Eh
Structure (SMILES) = O=[N+]([O-])c1ccccc1.O=[N+]([O-])c1ccccc1.O=[N+]([O-])c1ccccc1.O=[N+]([O-])c1ccccc1.O=[N+]([O-])c1ccccc1.O=[N+]([O-])c1ccccc1.O=[N+]([O-])c1ccccc1.BrCCBr
ΔE to the lowest compared entry with this formula, charge and spin = 0.00 kJ/mol
M = 1049.64 g mol⁻¹

Geometry as ORCA input:
```
! RIJCOSX wB97M-V def2-TZVPD def2/J DEFGRID3
* xyz 0 1
O -8.01820 -0.72955 5.23421
N -8.01378 -0.46337 4.04613
O -8.97867 -0.10258 3.40434
C -6.74631 -0.59193 3.34695
C -5.62643 -1.10750 3.99050
C -4.41825 -1.11926 3.33405
C -4.29378 -0.55058 2.07029
C -5.42272 -0.07320 1.41475
C -6.64686 -0.13245 2.05923
H -5.75061 -1.50405 4.99024
H -3.58494 -1.66937 3.75291
H -3.35441 -0.57065 1.52993
H -5.39979 0.23424 0.38246
H -7.51177 0.15736 1.47350
O -0.81678 -1.77985 1.50155
N -0.86245 -2.72737 0.73843
O -1.81624 -3.00761 0.04348
C 0.30748 -3.59599 0.63568
C 1.50396 -3.17976 1.18113
C 2.62342 -3.99032 1.03335
C 2.49578 -5.27033 0.50657
C 1.28315 -5.66601 -0.04784
C 0.18862 -4.82027 0.01046
H 1.62052 -2.25027 1.72316
H 3.57143 -3.71620 1.47794
H 3.38389 -5.88368 0.41482
H 1.16040 -6.59901 -0.58075
H -0.76152 -5.16105 -0.37471
O -4.71136 -2.27376 -1.30495
N -5.73935 -2.58656 -0.72407
O -5.84800 -3.51190 0.04465
C -6.91884 -1.75795 -0.95861
C -8.16103 -2.24391 -0.60624
C -9.29057 -1.47798 -0.84520
C -9.16194 -0.30788 -1.58465
C -7.91305 0.16412 -1.98900
C -6.79884 -0.58196 -1.67211
H -8.27473 -3.16140 -0.04291
H -10.26372 -1.72721 -0.44915
H -10.06521 0.27903 -1.72087
H -7.86445 1.08611 -2.54830
H -5.82588 -0.15673 -1.88230
O 2.95876 3.04358 -4.55444
N 1.93835 2.45493 -4.27010
O 1.24050 2.70945 -3.30239
C 1.52804 1.32989 -5.12475
C 2.34286 0.96326 -6.17215
C 2.07440 -0.23667 -6.83216
C 0.96521 -0.99599 -6.49373
C 0.14939 -0.58237 -5.43647
C 0.42169 0.57178 -4.74078
H 3.29064 1.44257 -6.37147
H 2.67563 -0.49252 -7.69551
H 0.80862 -1.94520 -6.98755
H -0.71424 -1.17789 -5.16296
H -0.16219 0.95526 -3.91715
O 3.03614 4.98711 4.00678
N 2.14027 4.81179 3.20473
O 0.95009 4.85899 3.46873
C 2.51641 4.49833 1.82539
C 1.52993 4.45825 0.85991
C 1.91033 4.21958 -0.45262
C 3.23914 4.00177 -0.78217
C 4.18862 3.95531 0.23317
C 3.84297 4.21849 1.54863
H 0.51199 4.67207 1.14610
H 1.10990 4.22645 -1.18171
H 3.50611 3.82815 -1.81593
H 5.19604 3.66711 -0.04440
H 4.58098 4.18382 2.33672
O 4.67738 2.98388 7.04208
N 5.35209 2.29602 6.30593
O 6.48245 1.92288 6.54827
C 4.74278 1.86194 5.03711
C 5.51887 1.11800 4.15909
C 4.92790 0.57377 3.03385
C 3.55461 0.70035 2.85666
C 2.78823 1.41662 3.77200
C 3.37750 1.99045 4.88647
H 6.57787 1.01140 4.34551
H 5.52126 0.00395 2.33022
H 3.07830 0.45595 1.91491
H 1.73233 1.52513 3.55620
H 2.79668 2.47248 5.65892
O 7.20340 0.95023 -2.30558
N 6.00625 1.06046 -2.13181
O 5.39195 2.10904 -2.14699
C 5.22294 -0.16019 -1.90595
C 3.87901 -0.06829 -1.62942
C 3.12244 -1.23759 -1.55048
C 3.74887 -2.46159 -1.64207
C 5.11704 -2.52412 -1.90247
C 5.87296 -1.37639 -2.03260
H 3.42646 0.90070 -1.46127
H 2.06372 -1.05955 -1.40611
H 3.15152 -3.36112 -1.59465
H 5.56261 -3.51067 -1.94528
H 6.93955 -1.42173 -2.19061
Br -3.02056 0.79676 -2.02614
C -1.79620 0.73685 -0.48529
C -0.42175 1.08410 -0.95563
Br 0.73426 1.19686 0.62368
H -1.88664 -0.27585 -0.11313
H -2.20086 1.46046 0.21238
H -0.32673 1.99260 -1.54634
H 0.02673 0.33753 -1.61218
*
```


No. 5
C44H39ClF5IN5OSY as an isolated structure. Source: the OMol25 dataset; level of theory: ωB97M-V/def2-TZVPD.

Results
Orbital gap = 0.27826 Eh
ΔE to the lowest compared entry with this formula, charge and spin = 23.57 kJ/mol
M = 1032.15 g mol⁻¹

Geometry as ORCA input:
```
! RIJCOSX wB97M-V def2-TZVPD def2/J DEFGRID3
* xyz 0 1
Y 0.00977 0.53943 0.23311
I 2.73145 -1.10572 0.26560
C 2.54871 -1.37568 2.34705
C 3.65112 -1.86651 2.98082
C 3.59655 -2.10067 4.37206
C 2.44485 -1.85155 5.05390
C 1.29814 -1.34870 4.39196
C 0.10182 -1.11064 5.11550
C -1.00060 -0.62809 4.48230
C -0.94082 -0.34036 3.09616
C 0.18100 -0.52763 2.32460
C 1.32170 -1.07314 2.99850
H 4.55942 -2.07804 2.43535
H 4.47146 -2.48056 4.88138
H 2.38734 -2.03376 6.11992
H 0.08605 -1.32268 6.17779
H -1.91406 -0.45104 5.03551
H -1.85374 0.06632 2.65353
C -2.96641 2.49328 -0.13056
N -1.93789 1.64177 -0.70228
C -1.94922 1.48287 -1.98931
C -0.88230 0.87414 -2.70349
C -0.81363 0.55166 -4.05952
C 0.46815 0.04395 -4.27603
C 1.11656 0.09451 -3.04079
N 0.32302 0.59289 -2.07825
C -2.54016 3.94343 -0.04366
C -3.38167 4.84266 0.60828
C -3.02369 6.17182 0.74652
C -1.80940 6.62118 0.23802
C -0.97123 5.73351 -0.41412
C -1.33539 4.39836 -0.55852
H -3.19295 2.14639 0.88023
H -3.89499 2.41745 -0.71257
H -2.79729 1.85186 -2.57495
H -1.59995 0.68989 -4.78461
H 0.88929 -0.29765 -5.20606
H 2.13554 -0.19252 -2.82294
H -4.32101 4.49407 1.02254
H -3.68436 6.85598 1.26220
H -1.51876 7.65572 0.36194
H -0.02063 6.06867 -0.80729
H -0.65395 3.71734 -1.05418
F -0.97930 6.47131 4.20709
C -0.33568 5.57390 3.45270
C -0.94636 4.38340 3.10406
F -2.18287 4.10564 3.53168
C -0.25771 3.48967 2.31013
F -0.92598 2.35450 1.94522
C 1.02915 3.68776 1.83728
S 1.86769 2.52859 0.82266
C 1.61343 4.89536 2.22082
F 2.85230 5.19948 1.82166
C 0.95027 5.82594 3.00231
F 1.54614 6.97700 3.32626
C -4.88777 -6.26583 0.72995
C -4.21370 -5.72919 -0.54020
C -2.70073 -5.78175 -0.30893
C -4.56974 -6.65900 -1.70455
C -4.68950 -4.26716 -0.82041
O -4.52808 -3.46987 0.35172
C -6.16466 -4.25456 -1.27254
C -6.91758 -2.92612 -1.11462
C -6.64895 -1.88142 -2.16973
C -6.84249 -2.15343 -3.52286
C -6.54772 -1.21445 -4.49690
C -6.05876 0.02463 -4.11368
Cl -5.66196 1.20683 -5.32342
C -5.88602 0.33464 -2.77744
C -6.18170 -0.62098 -1.81614
C -3.85835 -3.54997 -1.91749
N -2.61563 -2.93164 -1.48698
C -2.43726 -1.90497 -0.66084
N -1.15315 -1.59526 -0.59104
C -0.57447 -2.49717 -1.43123
N -1.42012 -3.32098 -1.99142
H -4.65713 -7.32599 0.83738
H -5.97549 -6.17650 0.71719
H -4.50423 -5.77458 1.62605
H -2.42924 -6.77246 0.05851
H -2.38544 -5.04862 0.43436
H -2.13326 -5.60222 -1.21924
H -4.09179 -7.62675 -1.54934
H -4.21559 -6.27947 -2.66373
H -5.64329 -6.83204 -1.78506
H -5.02075 -3.87691 1.07254
H -6.71343 -5.01310 -0.71079
H -6.20242 -4.58230 -2.31493
H -6.69350 -2.49659 -0.13710
H -7.98694 -3.15366 -1.10937
H -7.22346 -3.12033 -3.82828
H -6.69139 -1.43561 -5.54472
H -5.52515 1.31269 -2.49570
H -6.03836 -0.38081 -0.76903
H -4.46085 -2.76816 -2.37077
H -3.57727 -4.23869 -2.71126
H -3.24374 -1.42976 -0.13248
H 0.48176 -2.52888 -1.63171
*
```